Entry 1:
C18H23CdIN2 | ωB97M-V/def2-TZVPD

Structure (XYZ):
```
45
Properties=species:S:1:pos:R:3:forces:R:3:nbo_charge:R:1
H -4.706 -0.007 -2.478 0.218 0.114 0.098 0.22
H 3.106 0.173 1.055 0.663 -1.161 0.136 0.21
H 2.307 -0.128 4.799 -0.071 -0.102 0.002 0.22
H 1.163 3.505 -0.968 -0.824 1.194 -0.428 0.21
C 1.410 -0.734 4.958 0.432 -0.216 0.061 -0.59
N -1.205 0.801 -0.982 -0.204 -0.068 -0.133 -0.47
C 3.043 0.482 0.033 0.500 1.887 -1.238 -1.36
H 1.458 -1.610 4.304 0.066 0.096 0.082 0.21
H -1.119 -1.135 5.938 0.076 0.084 -0.143 0.21
H 0.980 1.899 5.501 -0.154 -0.027 0.019 0.22
Cd 1.131 1.354 0.204 -1.334 -1.356 -0.033 1.51
C 1.429 3.464 0.062 1.649 -0.894 1.580 -1.19
I -1.301 2.918 2.277 -0.247 -0.267 0.307 0.20
H -4.158 2.289 -1.533 -0.302 0.187 -0.054 0.22
C -1.069 -0.813 4.891 -0.385 -0.201 -0.151 -0.59
H -1.008 -1.706 4.261 -0.087 0.103 0.068 0.21
N 0.708 -1.128 -0.718 -1.020 -0.706 0.026 -0.46
H -1.993 -0.276 4.652 0.111 -0.095 0.019 0.22
H 2.516 3.187 0.141 -0.971 1.212 0.110 0.20
C 0.085 1.278 5.613 0.076 0.553 -0.195 -0.59
H -2.882 -1.710 -2.446 -0.262 -0.171 -0.033 0.21
H 2.553 -1.717 -0.018 -0.519 -0.359 -0.221 0.24
H 2.914 -0.049 -0.916 0.887 -0.178 0.891 0.21
H -1.902 2.721 -0.636 -0.002 -0.338 -0.178 0.22
C 0.151 0.076 4.666 0.396 -0.854 0.178 -0.16
H 0.495 -4.517 -2.585 0.053 0.235 0.106 0.22
H 1.410 -1.081 5.996 -0.049 0.052 -0.093 0.21
C -3.728 0.232 -2.060 0.355 0.023 0.109 -0.16
C 0.186 0.538 3.269 -1.061 2.615 -2.438 0.13
H 2.537 -3.891 -1.192 -0.089 -0.186 -0.057 0.23
C -0.019 1.233 2.227 -0.094 -1.228 3.182 -0.56
C -1.473 -0.422 -1.468 -0.799 0.510 -0.328 0.17
C 1.674 -3.248 -1.283 -0.352 0.175 0.130 -0.25
H 0.956 3.747 1.025 0.264 0.738 -1.541 0.21
C -2.159 1.736 -1.033 -0.318 -0.375 -0.218 0.06
C 0.555 -3.572 -2.046 -0.066 0.173 -0.009 -0.16
H 0.030 0.943 6.655 0.002 -0.104 -0.237 0.22
C 1.686 -2.031 -0.610 0.089 0.153 -0.195 0.05
H -0.794 1.896 5.399 0.144 -0.075 0.060 0.22
C -0.392 -1.436 -1.425 0.913 -0.830 -0.161 0.17
C -3.440 1.493 -1.546 0.715 -0.291 0.129 -0.25
C -0.496 -2.661 -2.120 0.452 0.575 0.520 -0.23
H 3.453 1.499 -0.102 0.698 -0.925 -0.030 0.19
H -1.369 -2.854 -2.717 -0.007 -0.259 -0.106 0.21
C -2.725 -0.731 -2.036 0.455 0.587 0.410 -0.23
```
Positions in Å, forces in eV/Å.

Calculated values
E (eV): -34677.5173
HOMO-LUMO gap (spin up / spin down) (eV): 5.063 / 4.130
E_LUMO (spin up / spin down) (eV): -0.97 / -1.42
ΔE to the lowest compared entry with this formula, charge and spin (kJ/mol): 294.16
Strongest force on any atom (eV/Å): 3.730
Total charge: 0



Entry 2:
C5H12N2 | ωB97M-V/def2-TZVPD

Structure (XYZ):
```
19
Properties=species:S:1:pos:R:3:forces:R:3:nbo_charge:R:1
H 1.303 -0.458 2.001 0.210 -0.040 0.065 0.17
H 1.248 1.245 2.436 -0.073 -0.052 -0.258 0.20
C 1.513 0.553 1.629 0.241 -0.284 0.044 -0.39
H -1.539 -0.647 1.206 0.343 -0.392 -0.067 0.20
H -1.998 0.922 -1.118 0.176 0.866 0.146 0.34
H 2.599 0.652 1.489 -0.187 -0.047 -0.174 0.18
H 2.799 0.165 -0.976 -0.404 0.148 -0.328 0.20
H -3.168 0.854 -0.126 0.026 0.236 0.604 0.35
H 1.921 -1.090 -2.021 -0.145 0.244 0.091 0.19
H -0.236 -1.941 -0.692 -0.120 0.477 -0.038 0.23
C -1.681 -0.522 0.139 -0.885 0.672 -1.712 -0.22
C 0.705 0.028 -0.689 0.185 -1.275 1.386 0.18
N -2.150 0.912 -0.103 0.232 -1.266 -1.115 -0.83
C -0.536 -0.887 -0.831 0.439 1.025 0.099 -0.46
H -0.879 -0.767 -1.868 -0.329 -0.317 0.190 0.21
C 1.852 -0.271 -1.305 0.259 -0.148 0.147 -0.44
H 0.038 1.554 0.652 -0.616 -0.322 -0.678 0.41
H -2.487 -1.127 -0.286 -0.135 -0.544 0.925 0.18
N 0.698 0.824 0.462 0.785 1.017 0.672 -0.69
```
Positions in Å, forces in eV/Å.

Calculated values
E (eV): -8358.0582
HOMO-LUMO gap (eV): 9.039
E_LUMO (eV): 1.06
ΔE to the lowest compared entry with this formula, charge and spin (kJ/mol): 200.50
Strongest force on any atom (eV/Å): 2.041
Total charge: 0



Entry 3:
C26H37IrN4PS | ωB97M-V/def2-TZVPD

Structure (XYZ):
```
70
Properties=species:S:1:pos:R:3:forces:R:3:nbo_charge:R:1
H -1.536 3.350 1.693 0.033 -0.024 0.005 0.25
H 0.417 -0.534 2.894 0.011 0.031 0.048 0.44
C 1.169 -1.418 0.019 0.620 -0.056 0.152 -0.35
H 0.870 -4.829 -0.078 -0.001 0.002 0.004 0.25
H 1.313 -0.103 -2.700 0.017 -0.007 0.002 0.23
C 2.553 -3.740 -0.829 0.053 0.049 -0.010 -0.15
H -4.890 -4.620 -0.042 0.006 0.011 -0.006 0.45
N -5.462 -3.934 -0.542 -0.051 0.033 0.013 -0.67
H -2.610 1.921 3.111 0.058 -0.014 0.014 0.27
H -5.375 -2.206 -1.699 0.052 0.019 -0.050 0.25
C 5.133 -0.046 -0.649 0.009 -0.047 0.010 -0.46
H 7.993 0.565 -2.361 0.004 0.010 0.009 0.26
C 7.336 0.211 -1.578 -0.018 0.018 -0.014 -0.19
N -0.208 0.191 2.538 0.120 -0.249 0.025 -0.47
H 1.468 3.720 -4.616 0.014 -0.006 -0.014 0.26
C 0.374 1.529 2.897 0.135 0.032 0.028 -0.26
H -0.383 2.653 -1.073 -0.015 -0.033 -0.003 0.24
H -3.574 0.523 2.729 -0.013 0.032 -0.017 0.28
H -4.314 -1.036 -0.032 -0.009 -0.013 0.123 0.23
H 5.022 -1.138 1.226 0.001 -0.010 -0.011 0.22
H -4.016 -3.299 -1.928 0.015 -0.064 0.051 0.24
H 0.463 1.477 -4.398 -0.006 -0.004 0.002 0.25
H -3.781 -2.482 0.808 0.051 -0.083 -0.046 0.21
H -1.825 -1.048 3.023 -0.006 0.010 -0.058 0.23
C 1.830 3.041 -3.856 -0.019 -0.003 -0.002 -0.13
C 5.670 -0.767 0.441 0.001 -0.009 0.037 -0.10
H -5.982 -4.449 -1.262 0.004 0.007 0.008 0.47
C 3.349 2.566 -2.055 -0.029 -0.051 0.082 -0.12
C 2.790 1.281 -1.933 -0.135 0.119 -0.090 -0.49
P 3.401 0.202 -0.669 0.213 -0.184 -0.006 1.26
C 7.026 -0.998 0.506 -0.013 0.015 -0.044 -0.22
N 0.649 1.711 0.476 0.269 -0.108 0.040 -0.53
C -1.541 -0.009 3.184 -0.075 0.079 0.057 -0.25
C 2.478 -1.335 -0.531 -0.205 0.091 0.029 -0.42
H 2.197 1.298 1.806 0.033 0.043 -0.008 0.24
H 0.292 3.763 0.116 0.024 -0.012 -0.036 0.26
C 5.982 0.457 -1.655 -0.017 0.049 -0.002 -0.15
H -1.441 0.142 4.262 0.046 -0.039 -0.002 0.27
H 0.900 1.464 3.851 -0.040 -0.097 0.007 0.27
H 4.125 -2.412 -1.403 -0.016 0.015 -0.006 0.25
C 7.858 -0.504 -0.500 0.025 -0.015 0.016 -0.07
H 5.581 1.000 -2.501 -0.023 -0.007 -0.006 0.24
S -2.314 1.229 0.828 -0.077 -0.082 -0.060 0.33
C -0.245 2.819 -0.004 0.014 0.072 0.037 -0.26
Ir -0.270 -0.102 0.527 -1.125 0.565 -0.164 0.98
C 1.311 -3.853 -0.235 -0.067 -0.056 0.004 -0.17
H 7.446 -1.556 1.331 0.000 0.017 0.014 0.26
H 1.396 1.660 -0.223 -0.029 0.090 -0.013 0.47
H -0.448 2.224 3.034 0.035 0.040 -0.044 0.23
H -6.161 -3.574 0.116 0.012 -0.004 0.001 0.46
H 4.152 2.882 -1.398 0.035 -0.025 -0.012 0.24
H 3.325 4.409 -3.141 -0.006 0.008 0.006 0.26
C -2.580 0.953 2.612 -0.026 -0.006 0.029 -0.55
C -1.587 2.898 0.705 0.021 0.017 -0.007 -0.54
H 1.649 2.974 1.896 -0.101 0.033 -0.026 0.26
C 1.315 1.940 1.795 0.049 -0.088 0.008 -0.26
C -4.649 -2.827 -1.178 -0.018 0.033 -0.032 -0.25
N -2.434 -1.706 -0.612 0.056 -0.176 0.029 -0.84
C 3.138 -2.485 -0.963 0.021 -0.136 0.021 -0.14
C -3.816 -1.995 -0.170 -0.029 0.066 -0.067 -0.25
H -2.264 3.513 0.113 -0.015 -0.021 0.003 0.29
C 1.252 1.780 -3.722 0.018 0.069 -0.017 -0.19
C 0.635 -2.705 0.171 0.073 0.084 -0.006 -0.20
C 1.720 0.900 -2.763 0.080 -0.067 -0.002 -0.22
H -1.960 -2.570 -0.863 0.034 0.001 -0.003 0.39
C 2.876 3.432 -3.025 -0.032 0.022 -0.032 -0.20
H 8.925 -0.678 -0.443 -0.002 -0.012 -0.009 0.26
H -0.323 -2.837 0.673 -0.061 0.011 0.003 0.19
H 3.081 -4.621 -1.169 0.007 0.003 0.004 0.27
H -2.475 -1.157 -1.468 0.016 0.014 0.005 0.39
```
Positions in Å, forces in eV/Å.

Calculated values
E (eV): -56446.1073
HOMO-LUMO gap (spin up / spin down) (eV): 5.656 / 6.227
E_LUMO (spin up / spin down) (eV): -12.43 / -12.61
2S+1: 2
ΔE to the lowest compared entry with this formula, charge and spin (kJ/mol): 100.71
Strongest force on any atom (eV/Å): 1.270
Total charge: +4



Entry 4:
C19H28N8O2 | ωB97M-V/def2-TZVPD

Structure (XYZ):
```
57
Properties=species:S:1:pos:R:3:forces:R:3:nbo_charge:R:1
H -2.403 -2.832 0.311 -0.004 0.003 -0.007 0.23
H -5.930 0.517 0.034 -0.002 0.004 -0.003 0.21
H -2.323 -0.864 -1.231 0.005 -0.027 -0.029 0.41
C -0.782 0.900 2.750 0.029 -0.006 0.030 -0.41
C -4.176 -1.575 0.442 -0.016 0.020 0.001 -0.42
C -5.057 0.530 -0.622 0.005 -0.011 0.001 -0.61
C 3.452 -0.486 0.969 0.014 0.042 0.001 0.28
H -3.643 0.434 0.970 -0.002 0.007 -0.006 0.21
H -2.429 -1.072 2.675 -0.007 -0.009 -0.009 0.40
C -0.824 -1.320 1.442 -0.090 0.250 -0.125 0.71
H -4.526 -2.123 -0.439 -0.002 0.003 0.001 0.21
H -0.351 -1.029 -1.756 -0.002 -0.019 0.003 0.23
C 0.205 2.031 2.425 0.000 0.012 -0.008 -0.41
H -3.414 -3.155 1.707 0.004 -0.014 -0.010 0.20
C 1.818 -1.132 -3.390 0.007 0.007 -0.013 -0.63
H -1.028 0.883 3.813 -0.008 0.002 -0.010 0.21
O -0.369 -1.811 0.422 0.057 -0.130 0.083 -0.65
H 1.875 -1.847 1.278 -0.004 -0.016 0.005 0.25
C 2.260 -0.941 1.740 0.020 -0.006 -0.002 -0.27
C 5.416 -0.013 -1.840 -0.015 -0.013 -0.003 -0.41
H 2.710 -0.844 -3.947 0.008 0.003 0.004 0.21
N 0.862 2.476 -2.827 -0.002 0.006 -0.006 -0.42
H -0.029 2.453 1.447 0.003 -0.007 0.017 0.23
H -5.024 -1.540 1.130 0.001 -0.001 0.001 0.21
N -2.671 -0.042 -0.771 -0.025 -0.004 0.017 -0.62
H 2.587 -1.172 2.768 -0.008 0.009 -0.002 0.18
N 5.310 0.450 0.533 -0.048 -0.017 0.027 -0.04
C -3.015 -2.359 1.076 -0.031 0.088 -0.062 -0.23
C -1.928 1.092 -0.790 0.009 0.027 0.009 0.67
H 1.195 -1.735 -4.053 -0.004 -0.013 0.016 0.22
N 1.203 0.056 1.732 0.003 -0.020 -0.057 -0.41
H 0.179 2.833 3.161 0.004 0.001 -0.001 0.21
H -1.707 1.023 2.188 0.015 0.015 -0.007 0.23
N 4.480 0.206 1.507 0.020 -0.001 0.013 -0.28
N -2.105 -1.532 1.841 0.070 -0.217 0.142 -0.62
H -4.820 1.565 -0.862 -0.003 -0.001 0.001 0.23
C 1.545 1.318 2.376 -0.001 0.027 -0.001 -0.22
H 1.947 1.158 3.392 0.002 -0.007 -0.002 0.16
H 2.331 1.507 -3.886 0.011 0.003 0.001 0.18
H -5.309 0.002 -1.544 -0.003 0.003 0.001 0.20
C 1.072 0.077 -2.903 -0.013 -0.005 0.008 -0.05
C 1.468 1.364 -3.241 0.028 0.000 0.012 0.03
H -0.696 3.236 -1.708 0.005 0.007 0.002 0.21
H 0.188 -0.980 3.274 0.006 0.001 -0.008 0.19
H 5.588 -1.019 -2.217 0.000 -0.001 -0.008 0.22
H 2.126 -1.754 -2.549 0.011 0.005 0.009 0.24
N 4.783 -0.087 -0.541 -0.034 -0.013 0.027 0.01
N 3.627 -0.687 -0.327 0.015 0.016 -0.064 -0.26
C -0.201 2.335 -2.047 -0.020 -0.017 0.008 0.07
C -3.865 -0.130 0.062 0.025 -0.014 0.000 -0.05
C -0.026 -0.398 2.357 -0.036 0.003 0.021 -0.15
H 4.772 0.533 -2.525 -0.015 0.007 -0.017 0.22
H 2.301 1.852 1.802 0.013 0.007 -0.004 0.22
C -0.044 -0.045 -2.087 -0.012 0.040 0.009 -0.14
O -2.256 2.084 -0.152 0.012 -0.014 -0.006 -0.64
H 6.357 0.511 -1.712 -0.007 -0.006 0.008 0.24
C -0.705 1.096 -1.656 0.014 -0.012 -0.007 -0.18
```
Positions in Å, forces in eV/Å.

Calculated values
E (eV): -36173.8866
HOMO-LUMO gap (eV): 9.384
E_LUMO (eV): 0.64
ΔE to the lowest compared entry with this formula, charge and spin (kJ/mol): 43.70
Strongest force on any atom (eV/Å): 0.294
Total charge: 0